10
Properties=species:S:1:pos:R:3:forces:R:3 method="wB97M-V/def2-TZVPD" orbital_gap_ev="10.6 / 6.6" de_lowest_kj_mol=418.64
C 0.904 -0.935 0.838 1.928 2.188 1.208
C 0.865 -0.094 -0.383 -0.769 -3.037 0.818
N -2.052 0.787 -1.116 -0.212 -1.593 -0.382
Cl 1.346 1.429 -0.340 0.913 3.253 -0.153
Cl -2.801 1.104 0.312 0.015 0.404 0.252
H 1.848 -0.618 1.473 -2.174 -0.386 -0.765
H 1.152 -1.907 0.541 -0.185 -1.800 -0.291
H -0.054 -0.866 1.382 0.510 -0.216 0.197
H 0.410 -0.517 -1.235 -0.311 0.063 -1.050
H -1.618 1.617 -1.472 0.284 1.124 0.166